No. 1
4 unconnected molecules or ions with the total composition C68H62BClIN2O9 at a distorted geometry. Source: the Open Molecules 2025 dataset; level of theory: ωB97M-V/def2-TZVPD.

Last column: Mulliken charge in e.
Geometry (Å):
C: 2.5842 4.2351 -1.7716  -0.967
C: 2.3894 3.9049 -0.1850  -0.314
C: 0.8869 3.3156 0.1127  -1.078
I: 0.2779 4.4346 1.9348  0.118
C: 0.9896 1.7328 0.3474  0.665
C: 1.2180 1.3084 1.9082  -0.575
C: 1.5977 -0.2456 2.0663  -1.679
C: 1.3661 -1.1476 0.7197  2.427
C: 2.7473 -1.0864 -0.0876  -1.327
C: 2.7341 -0.9229 -1.6610  0.541
C: 2.2291 -2.1713 -2.5238  -0.906
Cl: 4.5373 -0.7296 -2.1405  -0.187
C: 1.2444 -2.7381 1.0944  -0.319
C: 1.7632 -3.1641 2.4835  -0.594
C: 1.6188 -4.7092 2.7362  -0.524
C: 1.0356 -5.5069 1.5599  -0.442
N: 0.5661 -5.0982 0.2888  -0.608
C: 0.6797 -3.7110 0.0207  -0.185
C: 0.0373 -0.6018 0.0416  -1.473
B: -1.2084 -1.0663 1.0232  0.862
O: -2.0719 -2.1660 0.5965  -0.540
O: -1.5481 -0.4427 2.2696  -0.178
N: 0.0118 0.8499 -0.3778  0.204
C: -1.3439 1.4120 -0.6912  -1.903
C: -2.1826 2.1459 0.4327  0.894
C: -2.6595 3.6101 -0.1003  -1.217
O: -3.4422 1.3907 0.5619  -0.283
C: -4.2128 1.8544 1.7041  -0.415
C: -4.4933 0.5675 2.6219  0.490
C: -4.1308 0.7221 4.1353  -0.390
C: -4.2979 -0.4512 5.1408  -0.456
C: -4.8329 -1.8304 4.6462  -0.520
C: -5.2131 -1.9562 3.1291  -0.525
C: -5.0448 -0.7851 2.1090  -0.325
H: 3.2837 5.1532 -1.7957  0.299
H: 3.1085 3.3973 -2.3400  0.247
H: 1.6048 4.5880 -2.2560  0.295
H: 2.4961 4.9289 0.3371  0.507
H: 3.2136 3.2388 0.2365  0.307
H: 0.2810 3.6471 -0.7907  0.118
H: 2.0258 1.4923 -0.1200  -0.026
H: 0.2132 1.4574 2.4605  0.067
H: 2.0438 1.9883 2.2977  0.597
H: 0.9839 -0.6387 2.9565  0.479
H: 2.7001 -0.3270 2.3870  0.647
H: 3.4126 -2.0013 0.1558  0.532
H: 3.3513 -0.1908 0.3343  0.491
H: 2.2491 0.0166 -2.0889  0.042
H: 2.7154 -2.2601 -3.5607  0.428
H: 1.0952 -2.2130 -2.6912  0.137
H: 2.5565 -3.1239 -1.9549  0.251
H: 2.2163 -2.5125 3.2895  0.352
H: 1.9437 -5.2269 3.6992  0.450
H: 0.9692 -6.6440 1.7471  0.329
H: 0.2931 -3.3530 -1.0021  0.169
H: -0.1269 -1.2254 -0.9229  0.235
H: -2.3264 -1.9051 -0.3270  0.382
H: -1.5175 -1.1594 2.9574  0.178
H: 0.4274 0.7967 -1.3408  0.717
H: -1.1795 2.1957 -1.5300  0.589
H: -2.0375 0.6412 -1.2084  0.468
H: -1.7381 2.1741 1.4812  0.525
H: -3.2135 4.2052 0.7183  0.318
H: -1.7922 4.2709 -0.4328  0.379
H: -3.3711 3.5254 -1.0012  0.114
H: -5.2335 2.2300 1.3113  0.035
H: -3.6771 2.6844 2.2814  0.463
H: -3.7038 1.7211 4.5113  0.229
H: -3.9880 -0.2981 6.2336  0.335
H: -4.9199 -2.6823 5.3929  0.372
H: -5.5845 -2.9793 2.7959  0.314
H: -5.3005 -0.9261 1.0071  0.371
C: 5.1088 8.3435 -5.9392  -0.543
C: 5.3901 8.5793 -7.2831  -0.446
C: 5.6434 7.5132 -8.1392  -0.608
C: 5.6280 6.2067 -7.6504  0.328
C: 5.3703 5.9722 -6.2994  0.236
C: 5.0992 7.0434 -5.4466  -0.488
C: 5.3996 4.5945 -5.7577  0.472
O: 5.1707 4.3878 -4.5769  -0.701
C: 5.7195 3.4725 -6.6686  0.212
C: 5.8075 2.1749 -6.1613  -0.657
C: 6.0946 1.1128 -7.0122  -0.519
C: 6.2854 1.3406 -8.3734  -0.455
C: 6.2040 2.6323 -8.8816  -0.603
C: 5.9303 3.7022 -8.0281  0.265
C: 5.8812 5.0774 -8.5733  0.545
O: 6.0523 5.2781 -9.7629  -0.660
H: 4.9023 9.1755 -5.2737  0.406
H: 5.4098 9.5952 -7.6640  0.395
H: 5.8568 7.7029 -9.1864  0.467
H: 4.8849 6.8665 -4.3975  0.483
H: 5.6570 1.9896 -5.1024  0.589
H: 6.1678 0.1054 -6.6147  0.415
H: 6.5022 0.5106 -9.0380  0.398
H: 6.3584 2.8041 -9.9422  0.474
C: -0.6244 -3.4844 7.1525  -0.641
C: -0.7379 -2.9976 8.4531  -0.543
C: 0.1329 -3.4430 9.4418  -0.623
C: 1.1135 -4.3868 9.1346  0.281
C: 1.2107 -4.8916 7.8384  0.330
C: 0.3472 -4.4302 6.8451  -0.675
C: 2.2140 -5.9297 7.5091  0.540
O: 2.3009 -6.3678 6.3729  -0.679
C: 3.1027 -6.4326 8.5799  0.219
C: 4.0143 -7.4515 8.2988  -0.511
C: 4.8626 -7.9210 9.2960  -0.492
C: 4.8104 -7.3690 10.5741  -0.465
C: 3.9000 -6.3576 10.8598  -0.573
C: 3.0374 -5.8940 9.8655  0.162
C: 2.0479 -4.8420 10.1892  0.578
O: 1.9981 -4.3611 11.3076  -0.657
H: -1.2985 -3.1298 6.3788  0.622
H: -1.5046 -2.2688 8.6958  0.411
H: 0.0432 -3.0565 10.4521  0.472
H: 0.4274 -4.8102 5.8315  0.531
H: 4.0626 -7.8841 7.3044  0.449
H: 5.5670 -8.7170 9.0766  0.402
H: 5.4776 -7.7309 11.3498  0.402
H: 3.8609 -5.9349 11.8587  0.466
C: -4.9886 -1.2432 -6.9462  -0.504
C: -6.2108 -1.9066 -7.0295  -0.472
C: -7.2371 -1.5895 -6.1463  -0.581
C: -7.0397 -0.6149 -5.1679  0.184
C: -5.8075 0.0323 -5.0690  0.139
C: -4.7854 -0.2760 -5.9682  -0.497
C: -5.5686 1.0330 -4.0043  0.588
O: -4.4913 1.6025 -3.9186  -0.732
C: -6.6525 1.3260 -3.0397  0.011
C: -6.4226 2.2241 -1.9969  -0.471
C: -7.4388 2.5157 -1.0927  -0.508
C: -8.6900 1.9191 -1.2323  -0.573
C: -8.9212 1.0196 -2.2672  -0.699
C: -7.8992 0.7140 -3.1673  0.498
C: -8.1443 -0.2718 -4.2440  0.568
O: -9.2366 -0.7974 -4.3647  -0.653
H: -4.1913 -1.4848 -7.6418  0.400
H: -6.3642 -2.6702 -7.7851  0.407
H: -8.1888 -2.1062 -6.2195  0.472
H: -3.8292 0.2335 -5.9051  0.481
H: -5.4516 2.6955 -1.8830  0.527
H: -7.2564 3.2106 -0.2789  0.497
H: -9.4846 2.1524 -0.5309  0.420
H: -9.8965 0.5543 -2.3681  0.482

Summary:
energy: -114216.534 eV
2S+1: 1
orbital gap: 7.961 eV
net charge: +1
max |F|: 5.494 eV/A

---

No. 2
A molecular structure, C68H89Cl2FN16NbOP2 at a distorted geometry. Source: the Open Molecules 2025 dataset; level of theory: ωB97M-V/def2-TZVPD.

Last column: Mulliken charge in e.
Geometry (Å):
C: 2.1144 -5.3196 5.7080  -0.637
C: 2.2818 -4.1224 5.6024  0.310
Nb: 2.4173 -1.9600 5.1848  -0.366
F: 2.4636 -0.0562 4.7761  -0.613
Cl: 4.8337 -2.0709 5.5818  -0.451
P: -0.0333 -1.8780 4.6165  0.744
C: -0.2760 -0.8631 3.0785  -0.486
C: -0.7795 -3.5157 4.2192  -0.899
P: 2.9575 -2.6048 2.6778  0.303
O: 1.5378 -3.1787 1.9962  -0.268
Cl: 3.4255 -0.8128 1.6316  -0.329
H: 1.9399 -6.3711 5.7041  0.364
H: 2.0207 -1.6054 6.9191  0.071
H: 0.6753 -0.4762 2.7161  0.005
H: -0.7102 -1.4855 2.2960  0.237
H: -0.9546 -0.0385 3.3029  0.262
H: -0.8800 -3.6321 3.1396  0.164
H: -1.7856 -3.5912 4.6400  0.377
H: -0.1927 -4.3398 4.6158  0.182
H: 1.7474 -3.9106 1.4062  0.122
N: 1.8439 -3.4489 -1.3426  0.147
C: 1.4004 -4.7373 -1.2494  -0.229
C: 0.8426 -5.0846 -2.4509  -0.339
C: 0.9605 -3.9558 -3.3063  -0.654
C: 1.5823 -2.9636 -2.5914  -0.619
H: 2.2936 -2.9374 -0.6018  0.120
H: 1.5184 -5.2954 -0.3372  0.198
H: 0.3992 -6.0375 -2.6879  0.448
H: 0.6217 -3.8786 -4.3261  0.437
H: 1.8537 -1.9577 -2.8642  0.498
N: 6.2251 0.3183 -0.3945  0.169
C: 6.5458 0.3604 -1.7216  -0.268
C: 7.5116 1.3176 -1.8950  -0.243
C: 7.7831 1.8739 -0.6155  -0.824
C: 6.9734 1.2337 0.2869  -0.424
H: 5.5402 -0.2911 0.0215  0.164
H: 6.0600 -0.2899 -2.4284  0.141
H: 7.9706 1.5900 -2.8313  0.424
H: 8.4896 2.6537 -0.3850  0.416
H: 6.8649 1.3526 1.3515  0.469
N: 5.2448 -1.9395 -4.8841  0.097
C: 4.3768 -2.6527 -5.6636  -0.717
C: 4.5236 -2.2276 -6.9555  -0.305
C: 5.5229 -1.2133 -6.9518  -0.888
C: 5.9473 -1.0607 -5.6576  -0.374
H: 5.3463 -2.0458 -3.8912  0.220
H: 3.7303 -3.3980 -5.2311  0.457
H: 3.9771 -2.5981 -7.8065  0.418
H: 5.8845 -0.6545 -7.8012  0.628
H: 6.6838 -0.4043 -5.2256  0.461
N: 7.5033 -3.1990 -8.8579  0.086
C: 8.5191 -4.0758 -8.6041  -0.525
C: 8.5452 -4.9970 -9.6184  -0.386
C: 7.5018 -4.6581 -10.5218  -0.509
C: 6.8794 -3.5436 -10.0230  -0.342
H: 7.2474 -2.4205 -8.2745  0.190
H: 9.1339 -3.9717 -7.7265  0.362
H: 9.2335 -5.8214 -9.7031  0.387
H: 7.2383 -5.1732 -11.4305  0.388
H: 6.0482 -2.9704 -10.3969  0.355
N: -3.4942 1.1764 1.8750  0.160
C: -3.1652 2.3933 2.4010  -0.680
C: -4.2155 2.8250 3.1669  -1.070
C: -5.2213 1.8236 3.1051  0.426
C: -4.7438 0.8176 2.3020  -1.177
H: -2.9070 0.6293 1.2710  0.239
H: -2.2137 2.8492 2.1834  0.630
H: -4.2577 3.7515 3.7139  0.444
H: -6.1802 1.8393 3.5962  0.531
H: -5.1828 -0.1205 2.0011  0.521
N: 0.8423 3.2559 1.8630  0.133
C: 1.6998 2.7392 0.9340  -0.544
C: 2.0680 3.7513 0.0909  -0.392
C: 1.4068 4.9291 0.5315  -0.485
C: 0.6555 4.5932 1.6276  -0.573
H: 0.4200 2.7293 2.6067  0.212
H: 1.9759 1.6994 0.9544  0.316
H: 2.7412 3.6598 -0.7455  0.484
H: 1.4779 5.9113 0.0937  0.458
H: 0.0128 5.1850 2.2570  0.395
N: 8.1026 0.8281 6.5146  0.033
C: 8.5287 2.0192 7.0391  -0.533
C: 7.5285 2.5014 7.8404  -0.376
C: 6.4595 1.5628 7.7954  -0.398
C: 6.8446 0.5413 6.9691  -0.075
H: 8.6292 0.2515 5.8853  0.196
H: 9.4991 2.4184 6.7977  0.366
H: 7.5574 3.4247 8.3953  0.384
H: 5.5147 1.6310 8.3080  0.400
H: 6.3369 -0.3606 6.6628  0.039
N: 4.7446 6.9228 -3.5969  0.043
C: 5.0594 5.5853 -3.5908  -1.086
C: 5.1708 5.1872 -2.2858  0.010
C: 4.9141 6.3242 -1.4727  -0.705
C: 4.6544 7.3768 -2.3092  -0.599
H: 4.6029 7.4832 -4.4177  0.204
H: 5.1706 5.0357 -4.5113  0.483
H: 5.4086 4.1908 -1.9491  0.727
H: 4.9176 6.3606 -0.3962  0.493
H: 4.4135 8.4050 -2.1000  0.425
N: -8.3074 1.1034 1.6715  0.303
C: -9.4588 1.6654 1.1939  -0.783
C: -10.4834 1.2864 2.0191  0.015
C: -9.9283 0.4640 3.0375  -0.728
C: -8.5849 0.3737 2.7952  -0.388
H: -7.3968 1.2097 1.2680  0.094
H: -9.4488 2.2827 0.3115  0.385
H: -11.5160 1.5666 1.9041  0.280
H: -10.4533 -0.0035 3.8539  0.413
H: -7.8037 -0.1438 3.3259  0.420
N: 0.2187 -7.6482 0.3406  0.087
C: -0.6979 -6.7976 0.8983  -0.432
C: -1.9174 -7.4183 0.8652  -0.783
C: -1.7283 -8.6939 0.2651  -0.386
C: -0.4006 -8.8059 -0.0457  -0.761
H: 1.1972 -7.4555 0.2306  0.235
H: -0.4071 -5.8294 1.2701  0.670
H: -2.8427 -7.0051 1.2310  0.434
H: -2.4822 -9.4425 0.0856  0.543
H: 0.1544 -9.6063 -0.5039  0.420
N: -14.2881 2.9034 2.5121  0.047
C: -15.4275 3.6025 2.8038  -0.517
C: -15.7338 3.3741 4.1184  -0.393
C: -14.7378 2.5034 4.6401  -0.522
C: -13.8604 2.2330 3.6249  -0.147
H: -13.8351 2.8850 1.6172  0.197
H: -15.9191 4.2000 2.0554  0.368
H: -16.5765 3.7853 4.6485  0.383
H: -14.6731 2.1218 5.6452  0.382
H: -12.9739 1.6243 3.5998  0.180
N: -5.9977 1.8427 -1.0332  0.143
C: -6.8206 1.1268 -1.8611  -0.516
C: -6.6327 1.5856 -3.1367  -0.592
C: -5.6546 2.6159 -3.0736  -0.112
C: -5.2817 2.7495 -1.7629  -0.524
H: -5.9204 1.7178 -0.0386  0.169
H: -7.4658 0.3562 -1.4732  0.409
H: -7.1366 1.2227 -4.0167  0.409
H: -5.2674 3.1895 -3.8987  0.163
H: -4.5728 3.4065 -1.2886  0.413
N: -3.0071 -11.0720 4.3513  0.001
C: -3.2972 -12.4042 4.4689  -0.461
C: -3.3476 -12.9337 3.2074  -0.711
C: -3.0749 -11.8778 2.2941  -0.103
C: -2.8688 -10.7426 3.0312  -0.382
H: -2.9102 -10.4316 5.1172  0.190
H: -3.4407 -12.8585 5.4342  0.372
H: -3.5551 -13.9626 2.9650  0.377
H: -3.0335 -11.9458 1.2198  0.397
H: -2.6336 -9.7357 2.7302  0.320
N: -1.8109 0.2674 6.7634  0.126
C: -1.4746 1.4727 7.3059  -0.447
C: -2.5526 1.9327 8.0196  -0.542
C: -3.5802 0.9585 7.9013  -0.605
C: -3.0873 -0.0559 7.1198  -0.380
H: -1.2072 -0.3018 6.1794  0.081
H: -0.4991 1.8985 7.1420  0.395
H: -2.5977 2.8603 8.5663  0.404
H: -4.5643 0.9966 8.3390  0.393
H: -3.5365 -0.9774 6.7899  0.394
N: -4.7642 5.3339 -5.8678  0.050
C: -5.5851 4.6164 -6.6940  -0.222
C: -5.3954 5.0709 -7.9713  -0.592
C: -4.4184 6.1023 -7.9129  -0.328
C: -4.0485 6.2391 -6.6020  -0.560
H: -4.6974 5.2149 -4.8736  0.186
H: -6.2305 3.8478 -6.3041  0.352
H: -5.8987 4.7047 -8.8503  0.375
H: -4.0318 6.6757 -8.7387  0.387
H: -3.3405 6.8992 -6.1311  0.365
N: 7.6608 7.3632 -4.9650  0.069
C: 8.0197 7.4038 -6.2839  -0.448
C: 9.0044 8.3462 -6.4241  -0.509
C: 9.2501 8.8928 -5.1351  -0.562
C: 8.4057 8.2637 -4.2581  -0.338
H: 6.9545 6.7627 -4.5712  0.300
H: 7.5475 6.7610 -7.0075  0.352
H: 9.4948 8.6127 -7.3455  0.384
H: 9.9649 9.6578 -4.8816  0.384
H: 8.2719 8.3779 -3.1959  0.376

Summary:
energy: -145737.046 eV
2S+1: 1
orbital gap: 5.667 eV
net charge: -1
max |F|: 2.812 eV/A